DFT (wB97M-V/def2-TZVPD) results for 10 unconnected molecules or ions with the total composition C16H54N2O10 at a distorted geometry.

For the HOMO-LUMO gap, the calculation gives 9.6 eV. The value obtained for the relative energy (zero: lowest compared OMol25 entry of this formula, charge and spin) is 3.021 eV. The HOMO energy comes out at -9.311 eV. The largest force on an atom comes out at 2.4 eV/A. As for the net charge: 0.

Geometry as XYZ:
```
82
C16H54N2O10 (wB97M-V/def2-TZVPD)
C -5.202 -4.771 -5.521
H 2.376 -3.281 0.730
O 9.114 0.274 -3.710
O 10.155 6.647 1.104
H -6.855 -2.769 6.724
O 1.905 -1.656 3.792
H 2.239 2.408 0.475
H 2.193 3.199 -1.093
H -0.262 7.168 4.565
C 9.233 0.305 -2.293
H -3.532 -6.898 -4.775
H -2.447 7.484 3.348
H -3.767 -5.933 -3.321
H -6.674 -1.000 2.606
C -7.032 -6.096 -6.321
H -4.751 -2.168 3.839
H -1.219 6.679 2.415
H 7.302 1.212 -2.142
H -5.716 -1.222 0.612
C 9.558 7.876 0.608
H 9.999 0.253 -4.080
H 0.456 1.382 1.215
C -3.285 -5.949 -4.298
C -3.666 -4.788 -5.209
H -5.787 -4.312 -4.723
H -4.667 -1.141 1.843
C -6.130 -3.033 5.953
H -2.295 4.775 2.854
C -0.943 6.318 4.509
H -2.198 -6.007 -4.247
H -5.405 -4.117 -6.368
C -7.503 -2.721 1.546
H 11.045 6.900 1.360
H 7.567 7.003 0.785
O -5.689 -6.074 -5.961
H -7.251 -3.774 1.420
H 4.653 1.744 6.009
C 0.323 2.163 -0.483
H -1.519 6.408 5.430
H -7.229 -5.448 -7.175
H -3.441 -3.691 -3.551
C -6.337 -2.004 2.349
O -6.588 -2.546 4.679
H -7.602 -5.731 -5.467
H -5.209 -2.554 6.285
H 2.569 -3.458 -0.762
N -3.221 -3.626 -4.535
H 4.420 1.418 7.469
O -0.230 1.846 0.729
H 10.007 1.024 -2.028
H 2.332 -1.848 -5.505
H -5.947 -4.107 5.981
C 1.597 2.959 -0.212
H 0.634 1.294 -1.064
H -0.441 5.351 4.487
H 1.832 -2.534 4.165
H -0.426 2.646 -1.109
H 8.498 6.684 -0.683
C 8.252 7.443 0.060
H -3.810 -2.845 -4.789
N -5.285 -1.766 1.347
H -5.464 -3.680 3.514
H 1.488 3.940 0.252
O 2.616 -3.931 0.069
O 4.046 1.294 6.597
H -7.354 -7.101 -6.591
H 9.633 -0.707 -2.233
H 10.121 8.348 -0.198
H 7.913 0.593 -0.638
C -5.715 -2.624 3.615
H 7.296 -0.581 -1.715
H 2.109 -1.094 4.539
H 1.338 -2.590 -4.637
H -3.158 -4.871 -6.170
H -7.716 -2.189 0.619
H 7.778 8.256 -0.490
O 2.269 -2.384 -4.715
H 9.403 8.561 1.441
H -8.398 -2.656 2.164
C 7.832 0.368 -1.701
O -2.847 5.504 3.145
C -1.890 6.551 3.264
```

Here are the Mulliken charges for atoms 1 to 2, given in e: -0.813 0.319